[1]
{"formula": "C2H3O2", "method": "ωB97M-V with the def2-TZVPD basis set", "species": ["C", "C", "O", "O", "H", "H", "H"], "xyz": [[-0.673, -0.099, -0.469], [0.542, 0.464, 0.300], [0.501, -0.325, 1.415], [0.430, -0.905, 0.061], [-1.543, -0.327, 0.181], [-0.543, 0.127, -1.532], [1.287, 1.064, 0.043]], "total_charge": 1, "multiplicity": 3, "orbital_gap_ev": [10.83, 9.72]}

[2]
{"formula": "C2H3O2Sn", "method": "ωB97M-V with the def2-TZVPD basis set", "species": ["H", "C", "O", "Sn", "O", "C", "H", "H"], "xyz": [[-0.539, 0.784, 1.088], [-1.215, 0.165, 0.040], [-1.981, -0.760, -0.280], [-0.591, -1.544, -1.693], [0.040, -0.030, -0.459], [1.011, 0.614, 0.513], [1.518, -0.241, 0.986], [1.756, 1.013, -0.194]], "total_charge": 1, "orbital_gap_ev": [6.36, 6.36]}

[3]
{"formula": "C2H3O4P", "method": "ωB97M-V with the def2-TZVPD basis set", "species": ["C", "C", "O", "O", "O", "O", "P", "H", "H", "H"], "xyz": [[1.100, 0.860, -0.798], [-0.162, 0.898, -0.030], [1.258, -0.127, -1.526], [-2.005, -0.915, 1.863], [1.785, 1.902, -0.777], [-0.365, -2.110, 0.225], [-0.576, -0.931, 1.486], [-1.048, 0.508, -0.638], [-0.404, 1.827, 0.539], [0.416, -1.913, -0.344]], "total_charge": -2, "orbital_gap_ev": 5.84}

[4]
{"formula": "C2H3O5P", "method": "ωB97M-V with the def2-TZVPD basis set", "species": ["C", "P", "O", "O", "O", "C", "O", "O", "H", "H", "H"], "xyz": [[-0.085, -0.153, -0.024], [-1.640, 0.010, -1.063], [-2.480, -1.204, -1.031], [-2.414, 1.275, -0.806], [-0.825, -0.165, -2.523], [-0.014, 0.888, -3.096], [0.839, 1.471, -2.431], [-0.362, 1.054, -4.279], [-0.105, 0.207, 1.020], [0.370, -1.118, -0.117], [0.427, 0.564, -0.647]], "total_charge": -2, "orbital_gap_ev": 7.71, "smiles": "C[P@@](=O)([O-])OC(=O)[O-]"}

Listing molecular weight for the structures above in their given order: 59.044; 177.755; 122.016; 138.015 g/mol.
Listing relative energy (zero: lowest compared OMol25 entry of this formula, charge and spin) for the structures above in their given order: 86.6; 72.6; 22.7; 0.4 kcal/mol.